# C14H11AuCl4NO3

A structure of composition C14H11AuCl4NO3 (ωB97M-V/def2-TZVPD, OMol25).

The geometry in XYZ format:
```
34
Properties=species:S:1:pos:R:3:forces:R:3
Au 0.393899 -0.073844 -0.480068 -0.067 0.146 -0.370
Cl 0.723629 7.024095 -2.406357 0.018 0.010 -0.011
C 0.914063 5.372717 -2.056140 -0.133 0.108 0.051
C 2.164021 4.710316 -2.493014 0.150 -0.070 -0.068
Cl 3.299989 5.647777 -3.324833 0.001 0.031 -0.012
C 2.422426 3.402701 -2.255653 0.074 0.047 -0.006
Cl 3.856809 2.629679 -2.759035 -0.032 -0.017 0.027
C 1.447320 2.609569 -1.545337 -0.066 0.017 -0.070
O 1.629286 1.426873 -1.305694 0.208 -0.060 0.131
C 0.130334 3.277611 -1.097094 0.131 0.006 0.083
O -0.667034 2.603274 -0.508446 -0.182 -0.070 0.052
C -0.049842 4.703513 -1.398505 -0.014 0.046 -0.037
Cl -1.498070 5.420642 -0.874068 0.004 -0.045 0.003
O 1.241402 -0.303160 2.116492 0.119 0.030 0.084
C 0.351550 -1.157924 2.831770 0.006 -0.025 -0.038
C 0.609753 -2.628222 2.546445 -0.041 -0.041 -0.030
C 0.636603 -2.975875 1.048114 -0.029 0.026 0.032
C -0.697779 -2.758379 0.398357 0.017 0.017 -0.028
C -1.675307 -3.744547 0.461431 -0.008 0.005 0.046
C -2.923822 -3.527518 -0.084845 -0.011 -0.011 0.002
C -3.184189 -2.310015 -0.696562 -0.002 0.022 -0.013
C -2.180404 -1.371515 -0.743303 0.017 -0.063 0.025
N -0.958623 -1.587374 -0.212862 -0.174 -0.204 0.115
H 2.147647 -0.518067 2.366602 -0.019 0.061 0.036
H -0.650461 -0.871605 2.508668 0.008 0.023 -0.005
H 0.418187 -0.962010 3.904013 -0.014 -0.023 0.013
H -0.168781 -3.214598 3.042542 0.023 -0.013 0.020
H 1.558089 -2.935475 2.994992 0.023 0.028 -0.030
H 0.911217 -4.025130 0.939348 -0.010 -0.007 -0.030
H 1.394404 -2.386197 0.530201 0.005 0.019 0.026
H -1.437144 -4.681433 0.946345 -0.001 0.001 0.001
H -3.684225 -4.295421 -0.037097 0.002 0.002 -0.003
H -4.143700 -2.087392 -1.139471 -0.001 -0.005 0.004
H -2.331247 -0.413065 -1.216935 -0.001 0.009 0.004
```
Positions in Å, forces in eV/Å.

energy above the lowest of the compared OMol25 structures with the same formula, charge and spin: 0.000 eV
frontier orbital gap: 6.756 eV
charge: +1
electronic energy: -2796.77154 hartree
M: 580.0 Da
max |F|: 0.40 eV/A
LUMO level: -5.6 eV

# Br2OS2

A cluster of 2 separate species, Br2OS2 in total in a non-equilibrium geometry (ωB97M-V/def2-TZVPD, OMol25).

The geometry in XYZ format:
```
5
Properties=species:S:1:pos:R:3:forces:R:3
O 0.143906 -0.821879 1.146914 2.424 -0.349 1.284
S -1.189771 -0.626513 0.690768 -2.372 -0.330 -0.721
S 2.176608 0.396342 -0.853147 1.517 0.751 1.039
Br -1.711366 1.472255 0.826224 -0.159 0.646 0.045
Br 0.580623 -0.420206 -1.810759 -1.409 -0.719 -1.648
```
Positions in Å, forces in eV/Å.

energy above the lowest of the compared OMol25 structures with the same formula, charge and spin: 0.830 eV
frontier orbital gap (spin up / spin down): 7.514 / 6.558 eV
charge: 0
electronic energy: -6019.56223 hartree
M: 239.9 Da
max |F|: 2.77 eV/A
LUMO level (spin up / spin down): -1.6 / -2.3 eV

# C3H2GaLi2O3

A structure of composition C3H2GaLi2O3 in a non-equilibrium geometry (ωB97M-V/def2-TZVPD, OMol25).

The geometry in XYZ format:
```
11
Properties=species:S:1:pos:R:3:forces:R:3
C -1.616762 0.246834 0.577662 4.928 0.182 -1.883
C -0.384165 -0.096601 -0.283462 -3.040 0.464 1.146
O -2.719896 -0.251120 0.349482 -0.519 -0.529 0.071
H -1.397374 0.928594 1.399613 -0.324 0.325 0.159
H -0.316003 -0.937468 -0.977519 -0.120 0.136 0.080
Li -3.925962 0.257690 -0.822262 -1.234 0.501 -0.956
Li -2.914721 -1.706940 1.363375 -0.638 -1.232 0.884
O 0.647969 0.744238 -0.150991 -1.007 -0.709 -1.735
C 1.898260 0.350096 -0.447227 -4.335 7.159 3.797
O 2.588031 -0.456016 -0.878865 -0.120 -6.913 -10.291
Ga 3.145234 -0.114771 0.735254 6.409 0.617 8.729
```
Positions in Å, forces in eV/Å.

frontier orbital gap (spin up / spin down): 8.037 / 6.257 eV
charge: +3
electronic energy: -2279.76618 hartree
M: 169.7 Da
max |F|: 12.40 eV/A
LUMO level (spin up / spin down): -13.9 / -14.9 eV

# C5H4N2O2

An isolated molecule of C5H4N2O2 in a non-equilibrium geometry (ωB97M-V/def2-TZVPD, OMol25).

The geometry in XYZ format:
```
13
Properties=species:S:1:pos:R:3:forces:R:3
C 1.493327 0.319712 0.096314 -1.828 3.178 -1.460
C -0.794172 -0.109698 0.272825 -2.442 -0.905 6.809
C -2.222123 0.091524 -0.192729 -8.187 -3.666 -0.950
C -3.505419 -0.280760 -0.406699 5.677 1.567 2.896
C 2.121635 -0.974015 0.256663 -2.773 -6.906 -3.691
H 1.788155 2.317974 -0.335283 0.008 -2.671 1.257
H -0.266387 1.079248 -1.288076 2.466 -2.163 2.883
H -4.690412 -0.599323 -0.109188 4.094 1.320 -1.333
H 2.727063 -1.416447 1.316681 -1.602 1.479 -3.637
N 2.125853 1.375237 0.094301 3.181 3.350 -0.146
N 0.158232 0.462148 -0.407127 -1.799 0.467 -3.582
O -0.605119 -0.539031 1.528029 -0.629 1.216 -6.072
O 1.669366 -1.726570 -0.825711 3.834 3.733 7.027
```
Positions in Å, forces in eV/Å.

energy above the lowest of the compared OMol25 structures with the same formula, charge and spin: 8.216 eV
frontier orbital gap: 9.073 eV
charge: 0
electronic energy: -452.63632 hartree
M: 124.1 Da
max |F|: 9.02 eV/A
SMILES: [H]/N=C(/C=O)NC(=O)C#C
LUMO level: -1.0 eV

> Which value of electronic energy does entry 1 give?

-2796.77154 hartree

> Among the records above, which one has the highest charge?

C3H2GaLi2O3

> max |F| of number 1 (C14H11AuCl4NO3)?

0.40 eV/A